Record 1
The following is a quantum chemistry calculation of 2 unconnected molecules or ions with the total composition C5H13N2O at a distorted geometry, from the Open Molecules 2025 dataset.

Last column: natural (NBO) charge in e.
Positions of all 21 atoms, in Å:
C (-1.546, 0.270, 1.161)  -0.694
C (-1.445, 0.833, -0.194)  0.140
C (-0.466, 0.971, -1.117)  -0.343
N (-2.829, 1.387, -0.664)  -0.712
H (-0.629, -0.242, 1.343)  0.269
H (-1.620, 1.065, 1.982)  0.255
H (-2.386, -0.438, 1.255)  0.240
H (-0.756, 1.247, -2.163)  0.223
H (0.573, 0.739, -0.872)  0.274
H (-3.072, 2.199, -0.010)  0.451
H (-3.502, 0.628, -0.538)  0.441
H (-2.831, 1.752, -1.602)  0.445
C (1.737, -1.587, -0.650)  -0.734
C (2.467, -0.514, 0.160)  0.659
N (2.655, -0.916, 1.443)  -0.814
O (2.891, 0.566, -0.328)  -0.608
H (2.128, -2.590, -0.454)  0.238
H (1.794, -1.421, -1.811)  0.251
H (0.705, -1.603, -0.375)  0.217
H (2.734, -1.920, 1.517)  0.392
H (3.398, -0.424, 1.916)  0.409

Calculated values
**Total charge**: +1
**Multiplicity**: 1


Record 2
The following is a quantum chemistry calculation of a single C6H10O molecule, from the Open Molecules 2025 dataset.

Last column: natural (NBO) charge in e.
Positions of all 17 atoms, in Å:
C (-0.063, -1.125, 2.342)  -0.796
C (0.521, -0.494, 1.167)  0.192
C (-0.160, -0.895, -0.077)  -0.594
C (-0.128, 0.197, -1.108)  0.231
O (-0.729, -0.246, -2.276)  -0.701
C (1.041, 1.103, -1.047)  -0.447
C (-0.368, 1.558, -0.583)  -0.441
H (0.634, -1.511, 3.083)  0.251
H (-0.545, -0.301, 2.884)  0.280
H (-0.834, -1.869, 2.149)  0.178
H (-1.175, -1.328, -0.009)  0.203
H (0.498, -1.716, -0.429)  0.281
H (-0.440, 0.282, -3.025)  0.474
H (1.370, 1.595, -1.949)  0.207
H (1.896, 0.862, -0.418)  0.250
H (-0.854, 2.298, -1.213)  0.218
H (-0.663, 1.655, 0.456)  0.213

Calculated values
**Multiplicity**: 1


Record 3
The following is a quantum chemistry calculation of 2 unconnected molecules or ions with the total composition C4H14N3, from the Open Molecules 2025 dataset.

Last column: natural (NBO) charge in e.
Positions of all 21 atoms, in Å:
C (0.376, -2.207, 0.221)  -0.414
N (0.041, -0.870, 0.720)  -0.518
C (-0.284, -0.688, 1.950)  0.385
N (-0.533, 0.510, 2.491)  -0.741
H (1.367, -2.155, -0.231)  0.224
H (-0.333, -2.522, -0.540)  0.225
H (0.415, -2.909, 1.049)  0.219
H (0.070, -0.027, 0.011)  0.441
H (-0.311, -1.518, 2.645)  0.211
H (-0.677, 1.311, 1.897)  0.410
H (-0.975, 0.521, 3.393)  0.425
C (1.355, 1.218, -1.817)  -0.420
N (0.074, 1.111, -1.094)  -0.639
C (-1.047, 0.768, -1.989)  -0.428
H (1.667, 0.244, -2.182)  0.205
H (1.285, 1.933, -2.636)  0.204
H (2.106, 1.583, -1.118)  0.214
H (-0.106, 2.019, -0.677)  0.373
H (-1.307, 1.583, -2.660)  0.211
H (-1.901, 0.414, -1.415)  0.206
H (-0.722, -0.066, -2.614)  0.207

Calculated values
**Total charge**: +1
**Multiplicity**: 1


Kohn-Sham gap readings, ordered: 9.1482; 8.5642; 11.0439 eV
ΔE to the lowest compared entry with this formula, charge and spin readings, ordered: 186.7; 418.2; 60.1 kJ/mol